No. 1
Here is C7H13N3O4 in the gas phase from OMol25. Energies are from wB97M-V/def2-TZVPD.

The value obtained for the HOMO-LUMO gap is 0.3533 hartree. The HOMO energy comes out at -9.1 eV. The energy above the lowest of the compared OMol25 structures with the same formula, charge and spin comes out at 77.1 kcal/mol. The value obtained for the largest force on an atom is 4.2 eV Å⁻¹. As for the total energy: -739.71960 a.u. The LUMO energy is 0.483 eV.

```
! wB97M-V def2-TZVPD RIJCOSX def2/J DEFGRID3
* xyz 0 1
N 4.63 -0.19 -0.87
C 3.41 -0.28 -0.14
O 3.33 0.01 1.00
C 2.25 -1.02 -0.84
C 0.74 -0.89 -0.13
C 0.34 0.54 0.46
N 0.22 0.57 1.88
C -0.80 1.45 -0.16
O -0.48 2.58 -0.62
N -2.11 1.10 -0.21
C -2.75 -0.09 0.53
C -4.11 -0.66 -0.08
O -4.73 -1.72 0.03
O -4.55 0.49 -0.76
H 4.56 -0.08 -1.92
H 5.34 0.57 -0.49
H 2.57 -1.99 -0.91
H 2.08 -0.75 -1.85
H 0.89 -1.53 0.71
H 0.05 -1.48 -0.69
H 1.29 1.15 0.12
H -0.38 -0.03 2.28
H 1.13 0.53 2.20
H -2.49 2.00 -0.45
H -3.08 0.27 1.49
H -1.95 -0.78 0.61
H -5.39 0.21 -1.19
*
```

***

No. 2
Here is a gas-phase ion, C5H8N (charge +1) from OMol25. Energies are from wB97M-V/def2-TZVPD.

The value obtained for the HOMO-LUMO gap is 0.3568 hartree. The HOMO energy comes out at -14.8 eV. The energy above the lowest of the compared OMol25 structures with the same formula, charge and spin comes out at 89.8 kcal/mol. The value obtained for the largest force on an atom is 6.1 eV Å⁻¹. As for the total energy: -249.68199 a.u. The LUMO energy is -5.068 eV.

```
! wB97M-V def2-TZVPD RIJCOSX def2/J DEFGRID3
* xyz 1 1
C -1.65 -0.33 1.27
N -1.18 -0.05 0.16
C -1.83 0.26 -1.11
C 0.28 -0.03 -0.04
C 1.47 -0.13 0.09
C 2.86 -0.01 0.12
H -2.82 -0.14 1.45
H -0.88 -0.40 2.04
H -1.84 -0.72 -1.64
H -1.20 0.83 -1.75
H -2.80 0.57 -0.91
H 3.05 0.87 -0.49
H 3.26 0.15 1.18
H 3.27 -0.86 -0.36
*
```

***

No. 3
Here is a molecular structure, C32H22Co2NO7P from OMol25. Energies are from wB97M-V/def2-TZVPD.

The value obtained for the HOMO-LUMO gap is 0.1563 hartree. The HOMO energy comes out at 0.0 eV. The energy above the lowest of the compared OMol25 structures with the same formula, charge and spin comes out at 0.0 kcal/mol. The value obtained for the largest force on an atom is 4.0 eV Å⁻¹. As for the total energy: -4920.72448 a.u. The LUMO energy is 4.242 eV.

```
! wB97M-V def2-TZVPD RIJCOSX def2/J DEFGRID3
* xyz -2 1
N -1.27 -2.08 1.73
O -1.30 -1.56 2.90
O -1.86 -1.50 0.82
O -2.53 -3.75 3.80
C -1.40 -3.51 3.71
Co 0.42 -3.76 3.73
C 1.32 -2.47 2.93
O 1.83 -1.53 2.48
C 0.42 -3.14 5.38
O 0.17 -2.63 6.40
C 0.82 -5.42 3.16
C 0.13 -4.69 2.21
C -0.59 -4.71 1.05
C -0.20 -3.99 -0.14
C -1.09 -3.88 -1.24
C -0.84 -2.97 -2.26
C 0.35 -2.21 -2.25
C 1.31 -2.45 -1.26
C 1.05 -3.35 -0.22
Co 2.59 -4.89 3.66
C 3.67 -3.85 2.83
O 4.45 -3.21 2.26
C 3.19 -6.48 3.38
O 3.61 -7.55 3.24
P 3.06 -4.73 5.70
C 3.33 -3.13 6.55
C 3.82 -3.10 7.87
C 4.01 -1.88 8.52
C 3.78 -0.68 7.84
C 3.33 -0.70 6.52
C 3.12 -1.92 5.87
C 1.92 -5.66 6.80
C 1.34 -5.08 7.94
C 0.46 -5.83 8.72
C 0.12 -7.14 8.35
C 0.69 -7.71 7.22
C 1.59 -6.98 6.44
C 4.70 -5.50 6.07
C 4.85 -6.57 6.96
C 6.11 -7.15 7.15
C 7.22 -6.67 6.46
C 7.08 -5.57 5.61
C 5.83 -4.98 5.42
H 0.50 -6.41 3.50
H -1.51 -5.31 1.00
H -1.98 -4.51 -1.23
H -1.58 -2.84 -3.06
H 0.50 -1.43 -3.01
H 2.27 -1.93 -1.28
H 1.81 -3.59 0.53
H 4.04 -4.04 8.38
H 4.33 -1.88 9.56
H 3.96 0.28 8.34
H 3.14 0.23 5.98
H 2.81 -1.93 4.82
H 1.58 -4.06 8.23
H 0.04 -5.38 9.62
H -0.59 -7.71 8.96
H 0.45 -8.73 6.93
H 2.04 -7.44 5.55
H 3.99 -6.95 7.51
H 6.21 -8.00 7.83
H 8.20 -7.13 6.61
H 7.95 -5.17 5.08
H 5.73 -4.11 4.76
*
```

***

No. 4
Here is 2 unconnected molecules or ions with the total composition C6H13NO2 from OMol25. Energies are from wB97M-V/def2-TZVPD.

The value obtained for the HOMO-LUMO gap is 0.3461 hartree. The HOMO energy comes out at -8.9 eV. The energy above the lowest of the compared OMol25 structures with the same formula, charge and spin comes out at 68.7 kcal/mol. The value obtained for the largest force on an atom is 2.0 eV Å⁻¹. As for the total energy: -441.57054 a.u. The LUMO energy is 0.515 eV.

```
! wB97M-V def2-TZVPD RIJCOSX def2/J DEFGRID3
* xyz 0 1
C 1.30 -1.24 2.70
N 1.56 -0.19 2.06
C 1.39 -0.03 0.69
C 1.22 -0.97 -0.24
C 0.72 -0.66 -1.62
C -0.81 -0.82 -1.74
C -1.60 0.28 -1.09
O -1.69 1.43 -1.88
H 0.80 -2.09 2.22
H 1.48 -1.37 3.76
H 1.39 1.03 0.45
H 1.37 -2.03 -0.04
H 0.97 0.37 -1.89
H 1.22 -1.39 -2.25
H -1.06 -1.81 -1.33
H -1.05 -1.07 -2.78
H -1.13 0.61 -0.17
H -2.57 -0.13 -0.77
H -1.80 1.27 -2.84
O -0.23 3.17 2.14
H -0.65 2.45 1.71
H -0.83 3.21 2.90
*
```

***

No. 5
Here is 2 unconnected molecules or ions with the total composition C5H10SSi from OMol25. Energies are from wB97M-V/def2-TZVPD.

The value obtained for the HOMO-LUMO gap (spin up / spin down) is 0.3216 / 0.2462 hartree. The HOMO energy (spin up / spin down) comes out at -7.9 / -9.1 eV. The value obtained for the largest force on an atom is 4.4 eV Å⁻¹. As for the total energy: -884.01968 a.u. The LUMO energy (spin up / spin down) is 0.828 / -2.393 eV.

```
! wB97M-V def2-TZVPD RIJCOSX def2/J DEFGRID3
* xyz 0 3
C 2.63 2.80 -2.62
C 1.68 2.06 -2.79
C -1.67 -0.76 0.48
C 0.72 -1.27 2.79
C 0.62 1.28 -2.88
Si -0.13 -0.10 1.37
S 1.35 0.57 0.08
H 3.49 3.39 -2.66
H -2.11 0.24 0.27
H -1.64 -1.47 -0.45
H -2.34 -1.30 1.16
H -0.12 -1.71 3.36
H 1.26 -2.05 2.30
H 1.45 -0.81 3.40
H 0.40 0.23 -2.93
H -0.36 1.78 -2.95
H -0.36 1.11 2.19
*
```

***

No. 6
Here is a molecular structure, C30H46N2O3PS4SbSeZn from OMol25. Energies are from wB97M-V/def2-TZVPD.

The value obtained for the HOMO-LUMO gap is 0.1789 hartree. The HOMO energy comes out at -0.9 eV. The energy above the lowest of the compared OMol25 structures with the same formula, charge and spin comes out at 0.0 kcal/mol. The value obtained for the largest force on an atom is 0.4 eV Å⁻¹. As for the total energy: -7861.32657 a.u. The LUMO energy is 3.974 eV.

```
! wB97M-V def2-TZVPD RIJCOSX def2/J DEFGRID3
* xyz -2 1
Zn 0.49 2.53 -0.34
S -2.44 4.83 -2.49
Sb -2.33 5.27 -0.25
S 1.02 4.32 0.64
S -1.15 1.54 -1.66
S -4.09 4.15 0.77
C -5.84 -0.68 -2.58
C -4.64 -0.56 -3.52
C -3.34 -0.91 -2.78
C -3.38 -0.47 -1.30
C -4.29 0.76 -1.17
C -5.74 0.37 -1.47
P -1.70 -0.12 -0.67
C -1.75 -0.03 1.17
C -2.72 -1.07 1.81
C -3.99 -0.41 2.34
C -3.67 0.61 3.43
C -2.33 1.31 3.20
C -2.00 1.38 1.71
C -0.62 -1.57 -1.01
C -1.26 -2.94 -0.70
C -0.55 -4.07 -1.46
C 0.94 -3.80 -1.54
C 1.23 -2.53 -2.37
C 0.02 -1.58 -2.40
H -5.86 -1.69 -2.16
H -6.78 -0.56 -3.14
H -4.58 0.46 -3.90
H -4.76 -1.22 -4.39
H -2.51 -0.42 -3.29
H -3.16 -1.99 -2.84
H -3.79 -1.28 -0.69
H -3.94 1.54 -1.86
H -4.23 1.23 -0.19
H -6.29 1.28 -1.74
H -6.21 -0.01 -0.56
H -0.73 -0.30 1.44
H -2.19 -1.54 2.65
H -2.97 -1.88 1.12
H -4.67 -1.17 2.72
H -4.51 0.08 1.51
H -3.67 0.11 4.41
H -4.47 1.36 3.46
H -1.52 0.78 3.72
H -2.35 2.32 3.60
H -1.11 2.00 1.57
H -2.81 1.90 1.19
H 0.20 -1.40 -0.31
H -2.33 -2.96 -0.94
H -1.18 -3.13 0.38
H -0.96 -4.15 -2.47
H -0.75 -5.03 -0.96
H 1.47 -4.66 -1.96
H 1.33 -3.66 -0.53
H 1.50 -2.80 -3.40
H 2.07 -2.00 -1.93
H -0.71 -1.90 -3.15
H 0.35 -0.58 -2.67
C 5.32 2.24 -3.26
N 5.92 1.64 -2.08
C 6.99 0.78 -2.07
C 7.18 0.40 -0.79
N 6.22 1.03 -0.03
C 6.03 0.85 1.39
C 5.42 1.80 -0.82
Se 3.98 2.86 -0.33
H 6.10 2.40 -4.00
H 4.86 3.18 -2.96
H 4.55 1.59 -3.67
H 7.52 0.51 -2.97
H 7.91 -0.25 -0.35
H 7.01 0.84 1.88
H 5.52 -0.09 1.58
H 5.42 1.67 1.76
O 3.62 -1.84 2.45
C 3.17 -0.70 3.01
C 3.47 -0.44 4.34
C 3.07 0.76 4.92
C 2.36 1.70 4.18
C 2.05 1.43 2.86
C 2.44 0.24 2.26
C 2.08 -0.06 0.83
O 2.61 -1.07 0.29
O 1.19 0.63 0.28
H 3.31 -1.77 1.49
H 4.03 -1.18 4.90
H 3.31 0.95 5.96
H 2.07 2.64 4.62
H 1.54 2.19 2.26
*
```

***

> Number 1 is which compound?

C7H13N3O4